Formula: C7H29NO10
Source: OMol25
Level of theory: ωB97M-V with the def2-TZVPD basis set

Geometry as XYZ:
```
47
Properties=species:S:1:pos:R:3
C -0.474 2.444 -3.027
C -0.098 1.081 -2.609
C 0.231 0.736 -1.360
C 0.726 -0.546 -0.885
C 1.259 -0.726 0.417
C 1.384 -2.088 0.626
N 1.261 -2.712 -0.625
C 0.760 -1.772 -1.520
H 0.268 2.697 -3.806
H -1.539 2.427 -3.310
H -0.365 3.297 -2.356
H -0.179 0.303 -3.370
H 0.166 1.590 -0.675
H 1.385 0.012 1.188
H 1.710 -2.646 1.509
H 1.126 -3.688 -0.798
H 0.441 -2.119 -2.523
O -0.661 -2.200 2.164
H -0.248 -3.058 2.257
H -0.884 -2.028 1.245
O 2.530 -0.158 -3.667
H 1.932 0.579 -3.831
H 2.628 -0.067 -2.707
O -2.435 0.590 0.601
H -2.046 0.321 1.453
H -3.398 0.596 0.619
O -2.342 -3.697 -0.009
H -2.927 -3.801 -0.772
H -3.028 -3.551 0.659
O -1.860 3.393 0.417
H -1.049 3.405 0.974
H -2.118 2.467 0.302
O 4.428 1.689 0.510
H 4.646 0.759 0.631
H 3.554 1.656 0.104
O -0.984 0.345 3.017
H -0.346 -0.220 2.575
H -1.622 -0.094 3.578
O -2.798 -0.774 -1.520
H -2.199 -1.247 -0.897
H -2.274 0.037 -1.534
O 0.683 3.166 1.153
H 1.179 3.819 0.642
H 1.135 3.167 2.005
O 0.582 -1.296 4.615
H 1.184 -0.589 4.859
H 0.678 -1.501 3.684
```

2S+1: 1
Orbital gap (eV): 8.30
LUMO energy (Eh): 0.001
Energy relative to the best compared isomer or geometry (same formula, charge and spin) (kJ/mol): 372.46
Structure (SMILES): C/C=C/c1cc[nH]c1.O.O.O.O.O.O.O.O.O.O
HOMO level (Eh): -0.303

***

Formula: C19H34BBeF4NO5
Source: OMol25
Level of theory: ωB97M-V with the def2-TZVPD basis set

Geometry as XYZ:
```
65
Properties=species:S:1:pos:R:3
Be -0.235 -0.408 0.012
B -1.305 -3.032 0.509
F -2.453 -2.504 0.989
F -1.171 -4.376 0.643
F -1.256 -2.608 -0.775
F -0.282 -2.419 1.209
C 1.710 3.332 -1.850
C 1.856 2.278 -0.703
O 0.657 1.956 -0.031
H 1.087 2.914 -2.641
H 2.695 3.630 -2.210
H 1.264 4.245 -1.456
H 2.480 2.678 0.096
H 2.262 1.331 -1.061
N -2.755 0.315 -0.045
C -3.853 -0.503 -0.334
C -5.142 -0.088 -0.055
C -5.391 1.151 0.538
C -4.286 1.961 0.839
C -2.992 1.561 0.509
H -3.745 -1.460 -0.822
H -5.931 -0.757 -0.364
H -6.409 1.400 0.800
H -4.431 2.956 1.232
H -2.121 2.148 0.761
C -0.593 -0.879 4.405
C -1.139 0.270 3.574
O -0.966 0.340 2.363
C -2.101 1.195 4.276
H -1.383 -1.173 5.096
H 0.310 -0.504 4.887
H -0.330 -1.740 3.790
H -1.736 1.420 5.278
H -3.087 0.732 4.272
H -2.260 2.083 3.663
C 2.748 -3.506 -0.915
C 2.429 -2.306 -1.731
O 1.505 -1.630 -1.337
C 3.224 -1.905 -2.945
H 2.835 -4.414 -1.511
H 1.940 -3.726 -0.218
H 3.665 -3.306 -0.359
H 4.202 -1.478 -2.720
H 2.624 -1.169 -3.481
H 3.365 -2.757 -3.611
C -1.429 1.762 -3.688
C -0.784 0.384 -3.565
O -0.526 -0.131 -2.475
C -0.521 -0.330 -4.844
H -1.238 2.388 -2.816
H -2.504 1.589 -3.731
H -1.006 2.340 -4.510
H 0.294 -1.041 -4.701
H -0.176 0.446 -5.527
H -1.336 -0.908 -5.280
C 2.738 1.186 2.926
C 2.951 -0.040 2.042
O 1.938 -0.560 1.566
C 4.307 -0.575 1.699
H 1.735 1.582 2.770
H 3.440 1.984 2.685
H 2.887 0.829 3.946
H 4.848 -0.582 2.645
H 4.780 0.021 0.919
H 4.102 -1.595 1.375
```

2S+1: 2
Orbital gap (spin up / spin down) (eV): 8.41 / 6.61
LUMO energy (spin up / spin down) (Eh): -0.139 / -0.205
Net charge: +1
HOMO level (spin up / spin down) (Eh): -0.448 / -0.448

***

The records above yield largest force on an atom values of 2.46, 3.30 eV Å⁻¹, respectively.